[1]
Entry from the Open Molecules 2025 dataset: a molecular structure, C26H37CaF6N7O5S4 at a distorted geometry (ωB97M-V with the def2-TZVPD basis set).

The geometry in XYZ format:
```
86
Properties=species:S:1:pos:R:3:mulliken_charge:R:1
Ca 0.764 -0.256 -0.237 1.264
F 1.229 -0.656 4.680 -0.202
C 2.046 -1.363 3.888 0.445
F 1.722 -2.644 4.055 -0.156
F 3.286 -1.192 4.336 -0.214
S 1.871 -0.731 2.113 0.903
O 0.842 -1.542 1.519 -0.519
O 1.553 0.638 2.330 -0.071
N 3.259 -1.043 1.491 -0.607
S 3.274 -1.865 0.155 1.152
O 2.352 -1.408 -0.844 -0.926
O 4.593 -2.147 -0.271 -0.693
C 2.538 -3.556 0.575 0.687
F 3.279 -4.513 0.013 -0.260
F 2.509 -3.796 1.890 -0.236
F 1.302 -3.687 0.098 -0.154
C 0.433 4.301 2.632 -0.717
C 1.414 4.832 1.590 -0.825
N 2.265 3.800 1.034 0.066
C 3.625 3.698 1.513 -0.740
C 3.691 3.167 2.946 -0.693
C 1.711 2.875 0.234 0.961
S 2.647 1.667 -0.504 -0.613
N 0.448 3.097 -0.131 -0.140
C -0.552 2.274 -0.196 -0.382
O -0.622 1.120 0.342 0.294
C -1.742 2.810 -0.909 -0.166
C -1.567 3.545 -2.077 -0.313
C -2.667 3.986 -2.790 -0.689
C -3.946 3.722 -2.330 -0.425
C -4.126 3.006 -1.157 -0.901
C -3.029 2.544 -0.453 0.391
H -0.124 5.126 3.070 0.473
H 0.950 3.761 3.421 0.230
H -0.264 3.619 2.154 -0.001
H 2.065 5.587 2.030 0.427
H 0.846 5.280 0.767 0.436
H 4.085 4.691 1.460 0.353
H 4.161 3.029 0.838 0.371
H 3.342 3.921 3.647 0.353
H 4.713 2.899 3.198 0.418
H 3.068 2.280 3.034 -0.093
H -0.563 3.737 -2.417 0.450
H -2.525 4.536 -3.710 0.420
H -4.803 4.069 -2.889 0.409
H -5.127 2.808 -0.804 0.428
H -3.164 1.984 0.462 0.340
C -1.680 0.167 3.825 -1.291
C -1.627 -1.109 3.059 1.073
C -1.396 -2.339 3.618 -0.988
C -1.374 -3.468 2.761 1.008
N -1.592 -3.364 1.479 -0.427
C -1.785 -2.164 0.924 -0.190
S -1.982 -1.982 -0.703 -0.315
N -1.862 -1.043 1.733 0.161
C -1.073 -4.830 3.285 -1.389
H -1.392 0.012 4.860 0.340
H -2.695 0.564 3.790 0.454
H -1.013 0.901 3.372 0.070
H -1.209 -2.446 4.673 0.455
H -1.834 -0.145 1.244 -0.098
H -1.862 -5.155 3.961 0.383
H -0.130 -4.817 3.827 0.304
H -1.009 -5.522 2.451 0.363
C 0.952 -3.271 -3.298 -0.265
C 0.800 -2.213 -4.397 -1.372
N -0.460 -1.487 -4.324 0.177
C -1.496 -1.898 -5.252 -0.758
C -2.171 -3.206 -4.843 -0.957
C -0.673 -0.603 -3.319 0.685
C -2.009 0.079 -3.238 -1.182
N 0.224 -0.256 -2.461 -0.617
H 2.003 -3.425 -3.068 0.291
H 0.521 -4.221 -3.603 0.407
H 0.449 -2.944 -2.389 -0.126
H 0.857 -2.685 -5.379 0.428
H 1.625 -1.494 -4.337 0.525
H -1.042 -2.011 -6.242 0.409
H -2.247 -1.115 -5.328 0.374
H -1.465 -4.030 -4.873 0.272
H -2.986 -3.433 -5.527 0.423
H -2.565 -3.125 -3.833 0.196
H -2.184 0.689 -4.124 0.587
H -1.997 0.725 -2.363 -0.203
H -2.809 -0.648 -3.125 0.367
H 1.122 -0.701 -2.629 -0.113
```

Its gap between HOMO and LUMO is 8.19 eV. The calculation puts the HOMO energy at -7.98 eV. Its LUMO energy is 0.0078 Ha.

=====

[2]
Entry from the Open Molecules 2025 dataset: a molecular structure, C26H37CoFN2O4 (ωB97M-V with the def2-TZVPD basis set).

The geometry in XYZ format:
```
71
Properties=species:S:1:pos:R:3:mulliken_charge:R:1
Co -0.709 -0.365 0.405 1.459
C 0.161 -1.597 -3.325 -1.842
C -1.012 -1.487 -2.367 1.904
C -2.348 -1.612 -3.077 -1.865
O -0.954 -0.173 -1.715 -0.415
C -0.878 -2.588 -1.299 0.084
O -1.005 -3.741 -1.636 -0.659
O -0.633 -2.198 -0.086 -0.450
H 0.043 -0.917 -4.167 0.429
H 0.210 -2.619 -3.698 0.422
H 1.096 -1.369 -2.811 0.331
H -2.416 -0.899 -3.900 0.491
H -3.177 -1.441 -2.385 0.343
H -2.447 -2.620 -3.476 0.411
H -1.746 0.321 -1.956 0.236
C 2.804 -0.506 3.330 -1.500
C 2.183 -1.455 2.298 0.539
C 0.712 -1.705 2.629 -1.280
C 2.548 -1.019 0.884 0.466
C 3.557 -1.716 0.230 -1.258
C 4.076 -1.275 -0.978 -1.672
C 3.617 -0.098 -1.540 -0.379
C 2.598 0.637 -0.940 0.785
C 2.146 1.940 -1.577 0.800
C 1.724 1.764 -3.035 -1.429
C 3.255 2.992 -1.483 -1.600
C 2.064 0.135 0.251 -0.151
N 0.895 0.759 0.796 1.544
C 0.992 1.926 1.435 -0.227
C 2.215 2.565 1.774 -0.237
C 2.209 3.761 2.448 -1.066
C 1.002 4.370 2.805 -0.545
C -0.221 3.779 2.489 -0.729
C -0.204 2.586 1.822 0.216
F -1.362 1.986 1.476 -0.018
H 2.815 -0.983 4.310 0.501
H 2.227 0.416 3.425 0.271
H 3.830 -0.245 3.071 0.320
H 2.680 -2.421 2.419 0.638
H 0.111 -0.777 2.598 0.034
H 0.635 -2.047 3.662 0.578
H 0.263 -2.452 1.980 0.087
H 3.953 -2.614 0.687 0.459
H 4.855 -1.842 -1.469 0.438
H 4.050 0.258 -2.464 0.393
H 1.275 2.315 -1.033 0.181
H 2.570 1.486 -3.664 0.337
H 1.330 2.705 -3.419 0.482
H 0.955 1.001 -3.138 0.095
H 4.148 2.651 -2.008 0.365
H 3.539 3.208 -0.453 0.342
H 2.931 3.923 -1.947 0.437
H 3.141 2.072 1.514 0.946
H 3.144 4.232 2.714 0.491
H 1.011 5.312 3.335 0.431
H -1.163 4.238 2.753 0.532
C -5.894 -1.804 0.281 -1.114
N -4.794 -0.847 0.322 0.202
C -5.083 0.518 -0.099 -1.129
C -3.584 -1.182 0.755 0.704
C -3.354 -2.580 1.243 -1.445
O -2.666 -0.323 0.766 -1.023
H -6.643 -1.432 -0.414 0.432
H -6.355 -1.917 1.264 0.326
H -5.555 -2.774 -0.072 0.400
H -6.087 0.781 0.230 0.481
H -5.037 0.606 -1.186 0.303
H -4.367 1.200 0.349 0.328
H -4.116 -2.861 1.968 0.574
H -2.365 -2.649 1.681 0.054
H -3.397 -3.292 0.415 0.409
```

Its gap between HOMO and LUMO (alpha / beta) is 9.48 / 6.53 eV. The total charge is +1. As for the spin multiplicity: 5. The calculation puts the HOMO energy (alpha / beta) at -11.51 / -11.66 eV. Its LUMO energy (alpha / beta) is -0.0746 / -0.1885 Ha.

=====

[3]
Entry from the Open Molecules 2025 dataset: a molecular structure, C26H37F5N4OSi2SnTe at a distorted geometry (ωB97M-V with the def2-TZVPD basis set).

The geometry in XYZ format:
```
77
Properties=species:S:1:pos:R:3:mulliken_charge:R:1
Sn 0.854 -1.044 -1.247 0.618
C 0.577 0.348 3.291 -1.060
Te 0.074 -1.036 1.701 0.471
C 0.419 -2.526 3.254 -1.133
C 0.470 -1.801 4.563 0.565
C 0.453 -2.502 5.763 -0.800
C 0.512 -1.820 6.966 -0.583
C 0.579 -0.432 6.979 -0.632
C 0.587 0.273 5.790 -0.741
C 0.539 -0.406 4.578 0.718
H -0.122 1.184 3.279 0.545
H 1.574 0.750 3.100 0.503
H 1.365 -3.040 3.060 0.482
H -0.371 -3.278 3.242 0.565
H 0.391 -3.579 5.755 0.470
H 0.500 -2.368 7.894 0.424
H 0.621 0.098 7.917 0.422
H 0.630 1.350 5.795 0.471
F 6.681 -5.152 -0.431 -0.273
C 5.781 -4.203 -0.639 0.662
C 6.132 -3.035 -1.321 0.195
F 7.371 -2.876 -1.761 -0.255
C 5.183 -2.044 -1.547 0.207
F 5.517 -0.927 -2.192 -0.291
C 3.860 -2.179 -1.094 0.347
O 2.958 -1.235 -1.285 -0.603
C 3.548 -3.364 -0.417 0.217
F 2.249 -3.482 0.000 -0.252
C 4.472 -4.366 -0.182 -0.196
F 4.109 -5.468 0.468 -0.280
C 1.968 6.003 -0.114 -1.428
C 0.781 5.890 -1.064 0.570
C 1.243 5.610 -2.492 -1.487
C -0.228 4.836 -0.565 -1.230
N 0.276 3.490 -0.511 1.010
C 0.538 2.608 -1.486 -0.856
N 0.830 1.456 -0.913 -0.235
N 0.758 1.665 0.404 0.304
N 0.431 2.864 0.640 -0.671
H 2.606 6.824 -0.428 0.432
H 2.568 5.094 -0.116 0.298
H 1.633 6.202 0.902 0.385
H 0.227 6.835 -1.052 0.348
H 1.949 4.782 -2.523 0.346
H 1.754 6.481 -2.890 0.414
H 0.401 5.400 -3.150 0.377
H -1.103 4.846 -1.218 0.409
H -0.543 5.076 0.453 0.493
H 0.519 2.784 -2.543 0.660
C -1.616 -4.186 -1.433 -0.670
Si -2.613 -2.759 -2.221 -0.210
C -1.852 -2.303 -3.906 -0.727
C -4.484 -3.145 -2.434 -1.007
C -2.694 -1.303 -1.007 -0.065
Si -3.211 0.494 -1.290 0.048
C -2.294 1.178 -2.818 -0.789
C -2.750 1.468 0.285 -0.410
C -5.106 0.586 -1.507 -1.023
H -1.713 -5.095 -2.021 0.396
H -1.958 -4.418 -0.429 0.333
H -0.547 -3.953 -1.376 0.116
H -1.860 -3.172 -4.557 0.401
H -0.812 -1.970 -3.823 0.162
H -2.410 -1.524 -4.413 0.332
H -4.580 -4.085 -2.971 0.356
H -4.968 -2.369 -3.017 0.340
H -5.004 -3.239 -1.487 0.380
H -2.860 -1.625 0.019 0.564
H -1.273 0.799 -2.890 0.057
H -2.256 2.263 -2.785 0.385
H -2.806 0.912 -3.735 0.512
H -1.727 1.279 0.602 -0.257
H -3.395 1.190 1.112 0.422
H -2.865 2.538 0.138 0.336
H -5.409 0.169 -2.459 0.360
H -5.428 1.623 -1.481 0.358
H -5.626 0.057 -0.716 0.381
```

Its gap between HOMO and LUMO (alpha / beta) is 3.58 / 3.58 eV. The total charge is +2. The calculation puts the HOMO energy (alpha / beta) at -12.90 / -12.90 eV. Its LUMO energy (alpha / beta) is -0.3425 / -0.3424 Ha.

=====

[4]
Entry from the Open Molecules 2025 dataset: a gas-phase ion, C26H37N2O3 (charge +1) (ωB97M-V with the def2-TZVPD basis set).

The geometry in XYZ format:
```
68
Properties=species:S:1:pos:R:3:mulliken_charge:R:1
C -5.088 -2.683 3.420 -0.977
H -5.392 -3.517 2.780 0.379
O -3.736 -2.341 3.216 -0.425
C -3.347 -1.924 1.993 0.567
C -4.169 -1.793 0.886 -0.579
C -3.660 -1.352 -0.327 -1.303
C -2.317 -1.038 -0.442 0.307
C -1.471 -1.163 0.659 0.302
C -1.969 -1.601 1.874 -0.145
O -1.245 -1.755 2.995 -0.211
C 0.138 -1.463 2.978 -0.749
C 0.705 -1.743 4.374 0.364
C 0.520 -3.214 4.733 -1.397
H 0.925 -3.415 5.721 0.430
H 1.029 -3.854 4.015 0.357
H -0.538 -3.462 4.732 0.261
C 0.031 -0.843 5.406 -1.385
H 0.433 -1.039 6.396 0.430
H 0.194 0.206 5.170 0.351
H -1.038 -1.037 5.419 0.260
H 1.776 -1.511 4.339 0.422
H 0.646 -2.094 2.234 0.459
H 0.297 -0.408 2.713 0.375
H -0.429 -0.919 0.559 0.439
N -1.864 -0.585 -1.701 0.015
C -0.639 -0.252 -2.095 0.282
O 0.373 -0.298 -1.382 -0.886
C -0.518 0.194 -3.556 0.264
H -1.470 0.608 -3.898 0.644
C 0.558 1.280 -3.672 -1.308
N 1.849 0.727 -3.217 0.818
C 2.275 -0.365 -4.115 -0.685
C 1.265 -1.505 -4.074 -0.629
H 1.574 -2.280 -4.774 0.490
C -0.130 -1.003 -4.440 -1.073
H -0.855 -1.808 -4.323 0.350
H -0.147 -0.688 -5.485 0.474
H 1.253 -1.946 -3.076 0.247
H 3.255 -0.723 -3.798 0.455
H 2.362 0.036 -5.129 0.340
C 2.896 1.752 -3.019 -0.867
C 3.947 1.323 -1.998 -0.882
H 4.407 0.376 -2.282 0.482
H 4.732 2.081 -2.012 0.541
C 3.380 1.217 -0.575 -1.087
C 2.710 2.496 -0.146 0.085
C 1.332 2.554 0.023 0.360
C 0.715 3.737 0.392 -1.070
C 1.471 4.880 0.593 -0.437
C 2.846 4.830 0.433 -0.743
C 3.460 3.646 0.067 -0.231
H 4.535 3.612 -0.042 0.435
H 3.441 5.715 0.600 0.404
H 0.992 5.802 0.882 0.419
H -0.356 3.765 0.528 0.460
H 0.739 1.661 -0.116 0.597
H 2.671 0.391 -0.501 0.348
H 4.207 0.997 0.102 0.506
H 3.360 1.967 -3.985 0.359
H 2.420 2.664 -2.653 0.484
H 1.563 0.292 -2.274 -0.063
H 0.299 2.130 -3.034 0.422
H 0.647 1.629 -4.705 0.408
H -2.608 -0.520 -2.385 0.262
H -4.321 -1.256 -1.176 0.409
H -5.217 -2.032 0.951 0.455
H -5.749 -1.828 3.245 0.380
H -5.158 -2.985 4.463 0.236
```

Its gap between HOMO and LUMO is 8.08 eV. The total charge is +1. The calculation puts the HOMO energy at -10.18 eV. Its LUMO energy is -0.0774 Ha.

=====

[5]
Entry from the Open Molecules 2025 dataset: a molecular structure, C26H37N3O3PSn at a distorted geometry (ωB97M-V with the def2-TZVPD basis set).

The geometry in XYZ format:
```
71
Properties=species:S:1:pos:R:3:mulliken_charge:R:1
Sn -1.675 1.028 -0.056 0.856
N -1.404 3.899 0.081 -0.370
C -2.806 4.231 -0.138 -0.790
C -3.746 3.444 0.794 0.410
O -4.779 3.983 1.190 -0.763
N -3.323 2.224 1.068 -0.112
C -4.181 1.439 1.914 -0.366
C -3.692 0.001 2.050 0.158
O -4.178 -0.725 2.897 -0.729
O -2.764 -0.393 1.244 -0.414
H -1.186 4.083 1.054 0.177
H -0.820 4.503 -0.491 0.217
H -3.062 3.967 -1.169 0.266
H -3.025 5.299 0.007 0.334
H -5.202 1.403 1.510 0.308
H -4.248 1.872 2.917 0.318
C 3.340 1.518 1.989 -1.495
C 1.907 1.957 1.708 0.285
C 1.875 2.692 0.371 -1.311
P 0.600 0.591 1.578 1.251
C 0.184 0.084 3.339 0.408
C 1.259 0.241 4.410 -1.493
C -0.342 -1.345 3.294 -1.455
C 1.480 -0.803 0.834 -0.410
C 2.524 -1.486 1.447 0.316
C 3.194 -2.521 0.816 0.675
C 4.330 -3.248 1.481 -1.753
C 2.799 -2.862 -0.479 -1.054
C 1.752 -2.233 -1.096 -0.460
C 1.022 -1.201 -0.452 -0.604
N -0.040 -0.612 -0.989 0.180
C -0.443 -0.944 -2.282 -0.847
C -1.423 -1.923 -2.496 1.320
C -1.962 -2.672 -1.319 -1.185
C -1.841 -2.199 -3.787 -1.120
C -1.320 -1.517 -4.876 0.901
C -1.767 -1.837 -6.273 -1.548
C -0.363 -0.536 -4.652 -1.170
C 0.088 -0.246 -3.375 1.212
C 1.152 0.781 -3.125 -1.260
H 4.023 2.350 1.807 0.477
H 3.613 0.707 1.318 0.322
H 3.483 1.186 3.014 0.256
H 1.560 2.641 2.493 0.689
H 2.264 2.039 -0.407 0.199
H 2.487 3.593 0.404 0.607
H 0.854 2.964 0.116 -0.046
H -0.657 0.745 3.595 0.526
H 2.067 -0.469 4.252 0.189
H 0.827 0.036 5.390 0.486
H 1.671 1.248 4.431 0.336
H 0.462 -2.046 3.082 0.297
H -1.097 -1.439 2.518 0.173
H -0.802 -1.608 4.244 0.489
H 2.831 -1.208 2.447 0.078
H 4.327 -3.061 2.554 0.359
H 5.292 -2.917 1.080 0.300
H 4.251 -4.323 1.317 0.381
H 3.329 -3.651 -1.000 0.369
H 1.445 -2.531 -2.090 0.497
H -1.157 -3.225 -0.838 0.243
H -2.745 -3.368 -1.613 0.389
H -2.347 -1.974 -0.573 0.076
H -2.578 -2.975 -3.954 0.307
H -2.560 -2.580 -6.259 0.367
H -0.941 -2.231 -6.866 0.303
H -2.138 -0.943 -6.774 0.341
H 0.051 -0.001 -5.499 0.398
H 1.410 1.329 -4.030 0.409
H 2.051 0.298 -2.741 0.282
H 0.812 1.479 -2.359 0.018
```

Its gap between HOMO and LUMO is 6.80 eV. The total charge is -1. The calculation puts the HOMO energy at -4.20 eV. Its LUMO energy is 0.0958 Ha.

=====

[6]
Entry from the Open Molecules 2025 dataset: a molecular structure, C26H37N7O3SeTi (ωB97M-V with the def2-TZVPD basis set).

The geometry in XYZ format:
```
75
Properties=species:S:1:pos:R:3:mulliken_charge:R:1
Ti -0.468 0.348 -0.329 0.014
C -1.708 3.876 -0.614 -0.726
C -1.556 3.057 -1.882 -0.851
N -1.782 1.612 -1.685 0.003
C -3.204 1.231 -1.549 -1.080
C -3.572 0.917 -0.112 -0.653
N -2.632 -0.080 0.428 0.187
C -3.009 -0.526 1.787 -0.507
C -2.528 0.426 2.867 -0.687
C -1.060 0.207 3.214 -1.022
N -0.163 0.042 2.043 0.347
C 1.060 0.847 2.181 -0.272
C 0.721 2.294 1.823 -0.928
N -0.444 2.335 0.910 0.062
C -0.545 3.693 0.339 -0.849
H -2.664 3.677 -0.120 0.263
H -1.741 4.931 -0.895 0.464
H -0.537 3.169 -2.256 0.314
H -2.236 3.430 -2.653 0.506
H -1.435 1.147 -2.520 0.396
H -3.370 0.338 -2.151 0.444
H -3.857 2.015 -1.940 0.454
H -4.601 0.548 -0.078 0.542
H -3.535 1.811 0.513 0.352
H -2.685 -0.906 -0.169 -0.066
H -2.559 -1.505 1.935 -0.102
H -4.094 -0.655 1.840 0.556
H -3.115 0.263 3.772 0.477
H -2.726 1.467 2.586 0.342
H -0.972 -0.671 3.856 0.399
H -0.696 1.050 3.804 0.408
H 0.090 -0.932 1.925 0.009
H 1.800 0.463 1.483 -0.137
H 1.491 0.782 3.183 0.693
H 1.568 2.737 1.301 0.541
H 0.529 2.910 2.706 0.469
H -1.279 2.170 1.466 -0.021
H 0.387 3.882 -0.198 0.319
H -0.603 4.425 1.151 0.472
C 5.021 3.906 -2.560 -0.794
O 5.457 2.569 -2.342 -0.444
C 4.566 1.667 -1.929 0.934
C 5.075 0.359 -1.742 -1.118
C 4.236 -0.617 -1.314 -1.144
C 2.865 -0.373 -1.039 0.564
C 2.068 -1.389 -0.428 0.850
C 2.590 -2.790 -0.271 -2.083
O 0.931 -1.172 0.050 0.738
C 2.349 0.930 -1.284 -0.094
O 1.077 1.235 -1.166 0.335
C 3.231 1.941 -1.700 -0.445
H 5.899 4.463 -2.868 0.243
H 4.618 4.342 -1.644 0.331
H 4.269 3.948 -3.350 0.331
H 6.120 0.172 -1.943 0.469
H 4.635 -1.610 -1.160 0.466
H 3.413 -2.816 0.447 0.410
H 2.960 -3.171 -1.222 0.516
H 1.783 -3.426 0.079 0.136
H 2.808 2.917 -1.889 0.358
Se -0.606 -3.588 -3.139 -0.148
C -0.856 -2.049 -2.391 -0.016
N -1.006 -0.998 -1.874 -0.203
N -0.956 -8.516 0.668 -0.426
C -1.078 -7.374 0.686 -0.166
C -1.232 -5.937 0.713 0.591
C -0.458 -5.161 1.569 -0.584
C -0.645 -3.794 1.554 -0.412
N -1.522 -3.171 0.763 0.050
C -2.250 -3.930 -0.053 -0.462
C -2.147 -5.311 -0.114 -0.726
H 0.266 -5.618 2.229 0.529
H -0.052 -3.166 2.213 0.315
H -2.947 -3.419 -0.708 0.459
H -2.753 -5.879 -0.805 0.508
```

Its gap between HOMO and LUMO (alpha / beta) is 7.72 / 7.81 eV. The total charge is +1. As for the spin multiplicity: 2. The calculation puts the HOMO energy (alpha / beta) at -10.32 / -10.37 eV. Its LUMO energy (alpha / beta) is -0.0955 / -0.0942 Ha.